The following is a DFT calculation (ωB97M-V with the def2-TZVPD basis set) of C33H51N9O2S2Sr as an isolated structure.

Element x y z (Å)
1 Sr 0.6716 -1.2668 0.9349
2 C 3.9534 -1.4681 1.4668
3 C 3.3833 -0.9057 2.7687
4 N 2.0609 -1.5002 3.0625
5 C 1.3686 -0.8346 4.1841
6 C 0.9224 0.5539 3.7623
7 C 0.7770 1.6014 4.6532
8 C 0.3901 2.8398 4.1571
9 C 0.2110 3.0117 2.7919
10 C 0.4001 1.9199 1.9589
11 C 0.3302 2.0053 0.4416
12 N 1.1656 0.9668 -0.1883
13 C 2.6040 1.2516 -0.0252
14 C 3.4404 0.0537 -0.4703
15 N 3.1081 -1.1761 0.2869
16 N 0.7072 0.7178 2.4512
17 H 4.0295 -2.5522 1.5690
18 H 4.9658 -1.0775 1.3309
19 H 3.2636 0.1736 2.6873
20 H 4.0996 -1.0952 3.5744
21 H 2.2002 -2.4773 3.2987
22 H 1.9938 -0.7618 5.0792
23 H 0.4848 -1.4232 4.4328
24 H 0.9856 1.4636 5.7068
25 H 0.2712 3.6804 4.8300
26 H -0.0362 3.9820 2.3793
27 H 0.6248 3.0145 0.1316
28 H -0.7041 1.8594 0.1151
29 H 0.9445 1.0147 -1.1914
30 H 2.8130 1.4741 1.0221
31 H 2.9090 2.1263 -0.6110
32 H 4.5003 0.3036 -0.3694
33 H 3.2379 -0.1285 -1.5269
34 H 3.1968 -1.9615 -0.3471
35 O 1.2534 -3.4838 0.6878
36 S 0.7175 -4.9203 0.7506
37 C 1.7718 -5.8626 -0.4048
38 C 2.6663 -6.7986 0.4119
39 C 2.9038 -6.0951 1.7436
40 C 1.5140 -5.6698 2.1921
41 H 2.3412 -5.0884 -0.9198
42 H 1.1342 -6.3765 -1.1225
43 H 3.5916 -7.0086 -0.1217
44 H 2.1604 -7.7499 0.5821
45 H 3.5389 -5.2171 1.6024
46 H 3.3811 -6.7406 2.4790
47 H 1.4723 -4.9417 3.0017
48 H 0.8986 -6.5320 2.4638
49 N -3.0399 8.6486 -7.2078
50 C -2.6832 7.6746 -6.7139
51 C -2.2330 6.4555 -6.0851
52 C -1.8387 5.3719 -6.8642
53 C -1.3937 4.2102 -6.2580
54 C -1.3514 4.1348 -4.8745
55 C -1.7603 5.2026 -4.0906
56 C -2.1969 6.3674 -4.6967
57 N -0.8880 2.9350 -4.2470
58 C -1.1842 1.6430 -4.6242
59 C -0.5559 0.8414 -3.7238
60 N 0.1283 1.6087 -2.8005
61 C -0.1009 2.8554 -3.1457
62 H -1.8727 5.4454 -7.9427
63 H -1.0625 3.3731 -6.8591
64 H -1.7516 5.1211 -3.0114
65 H -2.5239 7.2067 -4.0981
66 H -1.8090 1.4244 -5.4735
67 H -0.5535 -0.2357 -3.6652
68 H 0.3095 3.7316 -2.6664
69 S -1.7801 -1.5391 2.6956
70 C -2.6588 -0.1299 3.0993
71 N -3.3101 0.5766 2.1709
72 C -4.2397 1.6685 2.4783
73 C -3.7607 2.3876 3.7249
74 C -3.5787 1.3757 4.8395
75 N -2.7106 0.2945 4.3629
76 H -3.3303 0.1675 1.2515
77 H -5.2451 1.2698 2.6269
78 H -4.2690 2.3410 1.6244
79 H -4.4820 3.1467 4.0206
80 H -2.8073 2.8796 3.5183
81 H -4.5423 0.9699 5.1519
82 H -3.1088 1.8307 5.7092
83 H -2.2697 -0.3106 5.0359
84 C 1.3523 -2.7787 -2.6422
85 C -0.1456 -2.9796 -2.7261
86 O -0.7771 -2.1341 -1.7695
87 C -2.1988 -2.1562 -1.9044
88 C -2.7925 -1.1370 -0.9618
89 H 1.8723 -3.5278 -3.2413
90 H 1.6761 -2.8734 -1.6040
91 H 1.6321 -1.7905 -3.0136
92 H -0.4238 -4.0226 -2.5392
93 H -0.5058 -2.7193 -3.7268
94 H -2.5711 -3.1611 -1.6847
95 H -2.4636 -1.9177 -2.9386
96 H -2.6833 -1.4678 0.0724
97 H -3.8530 -1.0018 -1.1792
98 H -2.2828 -0.1773 -1.0965

Computed properties:
Kohn-Sham gap in eV: 8.9
Maximum force in eV/A: 1.8
Total charge: +2
LUMO in eV: -4.176

The following is a DFT calculation (ωB97M-V with the def2-TZVPD basis set) of C19H40AuGeN2O4S as an isolated structure.

Element x y z (Å)
1 Au -0.3047 -0.1603 -0.4740
2 C -0.7296 3.9734 -1.6233
3 C 0.4710 3.0700 -1.4177
4 C 0.7572 2.2100 -2.6371
5 C 1.7010 3.8753 -1.0269
6 O 0.1311 2.1589 -0.3021
7 Ge 1.1665 1.7805 1.1350
8 O 0.0010 1.0099 2.2029
9 C -0.9296 1.6943 3.1132
10 C -0.2808 2.9713 3.6232
11 C -2.1972 1.9973 2.3289
12 C -1.1909 0.7181 4.2446
13 O 1.6691 0.2471 0.2301
14 C 2.7518 -0.6759 0.6577
15 C 3.5453 -1.0025 -0.5923
16 C 2.1358 -1.9152 1.2782
17 C 3.5993 0.0695 1.6761
18 H -0.5666 4.6243 -2.4819
19 H -0.8979 4.5979 -0.7456
20 H -1.6309 3.3880 -1.8011
21 H 1.0069 2.8353 -3.4936
22 H -0.1194 1.6166 -2.9034
23 H 1.5964 1.5361 -2.4483
24 H 1.9927 4.5450 -1.8351
25 H 2.5552 3.2190 -0.8279
26 H 1.5017 4.4875 -0.1442
27 H -0.1037 3.6733 2.7993
28 H 0.6684 2.7512 4.1156
29 H -0.9280 3.4715 4.3421
30 H -1.9758 2.6069 1.4510
31 H -2.9031 2.5414 2.9563
32 H -2.6757 1.0759 1.9952
33 H -0.2644 0.4745 4.7648
34 H -1.6321 -0.2026 3.8637
35 H -1.8844 1.1574 4.9610
36 H 2.8884 -1.4077 -1.3654
37 H 4.3077 -1.7480 -0.3679
38 H 4.0382 -0.1155 -0.9898
39 H 1.6675 -2.5360 0.5137
40 H 1.3866 -1.6467 2.0243
41 H 2.9135 -2.5048 1.7630
42 H 3.9804 1.0048 1.2583
43 H 4.4608 -0.5315 1.9655
44 H 3.0306 0.2805 2.5865
45 C -2.9551 1.0368 -2.6980
46 C -2.7572 -0.3972 -2.2293
47 C -4.0447 -1.1933 -2.1888
48 O -2.2317 -0.3373 -0.8835
49 H -3.3898 1.0265 -3.7002
50 H -2.0101 1.5719 -2.7391
51 H -3.6344 1.5606 -2.0273
52 H -2.0239 -0.8763 -2.8937
53 H -4.7819 -0.6943 -1.5608
54 H -3.8759 -2.1928 -1.7907
55 H -4.4464 -1.2848 -3.1974
56 C -0.4535 -5.2302 0.9988
57 N 0.0107 -4.7378 -0.3013
58 C 0.7582 -5.4607 -1.2158
59 C 0.9850 -4.6596 -2.2776
60 N 0.3604 -3.4588 -1.9981
61 C -0.2282 -3.5191 -0.7945
62 S -1.1924 -2.3278 0.0132
63 H -0.2705 -6.2991 1.0380
64 H -1.5196 -5.0426 1.1035
65 H 0.0930 -4.7310 1.7972
66 H 1.0670 -6.4724 -1.0217
67 H 1.5138 -4.8379 -3.1962
68 H 0.3176 -2.6589 -2.6095

Computed properties:
Energy above the lowest of the compared OMol25 structures with the same formula, charge and spin in eV: 0.957
Kohn-Sham gap (spin up / spin down) in eV: 6.3 / 6.4
Maximum force in eV/A: 1.3
Total charge: +2
LUMO (spin up / spin down) in eV: -8.464 / -8.482
Spin multiplicity: 2
<S²>: 0.759